No. 1
A molecular structure, C3H3N3. Source: the OMol25 dataset; level of theory: ωB97M-V with the def2-TZVPD basis set.

Atoms and positions in Å:
N -0.630 -0.998 -0.227
C 0.013 0.343 0.514
C 1.130 -0.329 -0.049
N 2.145 -0.753 -0.414
C -0.399 1.657 -0.017
N -0.799 2.651 -0.458
H -0.681 -1.886 0.258
H -0.769 -1.086 -1.237
H -0.010 0.402 1.631

Results
**Total charge**: 0
**Kohn-Sham gap**: 9.455 eV
**Max |F|**: 3.65 eV Å⁻¹
**E_tot**: -280.26065 Ha
**HOMO energy**: -9.39 eV
**Energy above the lowest of the compared OMol25 structures with the same formula, charge and spin**: 315.4 kJ/mol



No. 2
A gas-phase ion, C19H29N6O (charge +1). Source: the OMol25 dataset; level of theory: ωB97M-V with the def2-TZVPD basis set.

Atoms and positions in Å:
C -1.184 3.152 4.330
N -1.134 3.290 2.890
C -1.757 2.188 2.191
H -2.767 2.048 2.579
H -1.198 1.240 2.325
C -1.825 2.564 0.710
N -0.499 2.801 0.168
C 0.137 1.938 -0.631
N -0.276 0.644 -0.656
C 0.396 -0.351 -1.363
N 1.517 -0.084 -1.972
C 1.940 1.189 -2.070
C 3.098 1.452 -2.822
C 3.486 2.742 -3.063
C 2.715 3.816 -2.594
C 1.612 3.593 -1.815
C 1.230 2.278 -1.479
H 1.000 4.426 -1.506
H 2.991 4.824 -2.859
H 4.369 2.941 -3.651
H 3.639 0.610 -3.223
N -0.129 -1.576 -1.428
C -1.251 -2.084 -0.666
H -1.878 -2.667 -1.347
H -1.871 -1.291 -0.248
C -0.711 -3.004 0.452
N 0.075 -4.094 -0.069
C -0.644 -5.215 -0.653
H -1.068 -4.998 -1.647
H 0.095 -6.014 -0.777
C -1.785 -5.727 0.239
H -2.666 -5.085 0.151
O -1.464 -5.739 1.604
H -0.687 -6.291 1.741
H -2.069 -6.728 -0.113
C 1.147 -3.591 -0.898
H 1.836 -3.033 -0.256
C 0.651 -2.654 -2.017
H 0.009 -3.199 -2.714
H 1.490 -2.221 -2.557
H 1.689 -4.428 -1.338
H -0.056 -2.416 1.105
H -1.526 -3.397 1.057
H -1.040 0.374 -0.051
C 0.176 3.860 0.899
H -0.373 4.795 0.764
H 1.200 3.974 0.550
C 0.208 3.498 2.391
H 0.661 4.325 2.937
H 0.844 2.602 2.529
H -2.365 3.513 0.635
H -2.369 1.825 0.120
H -0.627 2.278 4.694
H -2.224 3.060 4.639
H -0.767 4.048 4.785

Results
**Total charge**: +1
**Kohn-Sham gap**: 7.347 eV
**Structure (SMILES)**: CN1CCN(c2[nH]c(=[N+]3CCN(CCO)CC3)nc3ccccc23)CC1
**Max |F|**: 0.80 eV Å⁻¹
**E_tot**: -1144.96575 Ha
**HOMO energy**: -10.72 eV
**Energy above the lowest of the compared OMol25 structures with the same formula, charge and spin**: 52.6 kJ/mol



No. 3
A single C4H5NO molecule. Source: the OMol25 dataset; level of theory: ωB97M-V with the def2-TZVPD basis set.

Atoms and positions in Å:
N -2.028 2.172 0.589
C -1.049 1.523 0.216
C 0.021 0.809 0.005
C -0.027 -0.667 -0.099
C 1.095 -1.411 -0.665
O 0.865 -1.405 0.736
H -1.723 1.982 1.557
H 0.979 1.313 0.007
H -1.025 -1.100 -0.175
H 0.912 -2.354 -1.177
H 1.980 -0.863 -0.994

Results
**Total charge**: 0
**Kohn-Sham gap**: 10.173 eV
**Structure (SMILES)**: N=C=C[C@H]1CO1
**Max |F|**: 2.04 eV Å⁻¹
**E_tot**: -285.30035 Ha
**HOMO energy**: -9.30 eV
**Energy above the lowest of the compared OMol25 structures with the same formula, charge and spin**: 299.9 kJ/mol



No. 4
3 unconnected molecules or ions with the total composition C47H72N4O9S. Source: the OMol25 dataset; level of theory: ωB97M-V with the def2-TZVPD basis set.

Atoms and positions in Å:
C 0.346 -4.329 4.281
C 0.986 -3.656 3.515
C 1.913 -2.874 2.703
C 1.539 -1.441 2.389
C 0.319 -0.868 2.705
C 0.040 0.448 2.327
C 1.013 1.189 1.659
C 2.254 0.642 1.375
C 2.502 -0.678 1.717
O 3.691 -1.280 1.462
C 4.307 -1.021 0.193
C 3.394 -1.029 -1.018
C 2.526 -2.283 -1.086
C 4.302 -0.884 -2.276
C 3.511 -0.352 -3.463
C 5.039 -2.180 -2.667
C 0.718 2.591 1.232
O 1.584 3.425 1.118
C -0.713 2.862 0.940
C -1.071 3.824 0.013
C -2.403 4.075 -0.278
C -2.798 5.103 -1.307
C -1.664 5.929 -1.902
C -1.003 6.899 -0.910
C 0.499 7.062 -1.159
S 1.340 7.388 0.426
C 2.909 7.814 -0.172
N 3.928 7.052 -0.349
N 4.945 7.849 -0.821
C 4.464 9.034 -0.891
O 3.188 9.109 -0.504
C -3.384 3.335 0.400
C -4.851 3.488 0.100
C -5.370 2.336 -0.807
C -6.507 1.534 -0.160
C -6.720 0.145 -0.795
C -6.903 -0.978 0.224
O -5.728 -1.768 0.255
C -5.737 -2.682 1.330
C -3.013 2.384 1.341
C -1.684 2.128 1.609
C -1.276 1.080 2.591
O -1.994 0.785 3.521
H -0.193 -4.986 4.918
H 2.886 -2.857 3.196
H 2.083 -3.373 1.745
H -0.447 -1.428 3.224
H 2.999 1.242 0.875
H 5.032 -1.826 0.078
H 4.877 -0.089 0.241
H 2.745 -0.153 -1.040
H 3.096 -3.193 -0.914
H 1.727 -2.239 -0.342
H 2.030 -2.326 -2.055
H 5.074 -0.156 -2.008
H 2.831 -1.120 -3.834
H 2.971 0.562 -3.217
H 4.192 -0.111 -4.282
H 4.462 -2.721 -3.415
H 6.034 -1.964 -3.053
H 5.173 -2.853 -1.821
H -0.268 4.359 -0.475
H -3.319 4.612 -2.133
H -3.526 5.788 -0.862
H -2.055 6.500 -2.746
H -0.918 5.255 -2.327
H -1.131 6.499 0.099
H -1.469 7.880 -0.957
H 0.939 6.162 -1.587
H 0.718 7.888 -1.834
H 5.010 9.900 -1.220
H -5.424 3.471 1.026
H -5.060 4.433 -0.392
H -4.551 1.662 -1.058
H -5.729 2.748 -1.753
H -6.268 1.408 0.897
H -7.430 2.106 -0.250
H -7.621 0.171 -1.409
H -5.892 -0.124 -1.448
H -7.084 -0.569 1.227
H -7.769 -1.604 -0.020
H -4.938 -3.400 1.169
H -5.557 -2.161 2.276
H -6.695 -3.207 1.395
H -3.784 1.831 1.861
C 1.914 -4.856 -9.840
O 3.297 -4.670 -10.053
C 3.671 -3.371 -10.491
C 4.392 -2.595 -9.409
N 3.498 -2.232 -8.319
C 4.153 -1.696 -7.129
C 5.179 -2.555 -6.397
O 4.644 -3.676 -5.718
C 4.371 -4.802 -6.530
H 1.743 -5.926 -9.739
H 1.561 -4.365 -8.926
H 1.327 -4.486 -10.686
H 2.796 -2.819 -10.849
H 4.352 -3.500 -11.335
H 4.799 -1.680 -9.850
H 5.239 -3.210 -9.078
H 2.946 -3.036 -8.056
H 3.365 -1.446 -6.415
H 4.638 -0.753 -7.405
H 5.625 -1.931 -5.619
H 6.001 -2.869 -7.053
H 5.099 -4.907 -7.338
H 3.363 -4.766 -6.953
H 4.428 -5.685 -5.892
C -3.132 -1.672 11.231
O -3.534 -2.551 10.202
C -4.455 -2.003 9.267
C -3.813 -1.748 7.921
N -2.857 -0.651 7.976
C -2.020 -0.500 6.787
C -1.138 -1.656 6.340
O -0.056 -1.964 7.197
C -0.381 -2.766 8.313
H -2.628 -2.270 11.988
H -2.432 -0.906 10.877
H -3.992 -1.176 11.691
H -4.906 -1.088 9.663
H -5.253 -2.740 9.137
H -4.599 -1.492 7.203
H -3.358 -2.692 7.592
H -2.261 -0.770 8.784
H -1.368 0.358 6.968
H -2.659 -0.233 5.940
H -0.686 -1.347 5.395
H -1.720 -2.562 6.123
H -1.152 -3.503 8.071
H -0.714 -2.167 9.166
H 0.524 -3.295 8.612

Results
**Total charge**: 0
**Kohn-Sham gap**: 7.853 eV
**Structure (SMILES)**: C#CCc1cc2c(cc1OC[C@H](C)C(C)C)C(=O)c1cc(CCCCSc3nnco3)c(CCCCCOC)cc1C2=O.COCCNCCOC.COCCNCCOC
**Max |F|**: 0.80 eV Å⁻¹
**E_tot**: -3128.26961 Ha
**HOMO energy**: -8.29 eV



No. 5
A gas-phase ion, C6H12N (charge +1). Source: the OMol25 dataset; level of theory: ωB97M-V with the def2-TZVPD basis set.

Atoms and positions in Å:
C 1.310 0.892 -1.285
C 1.410 0.032 -0.304
C 0.252 -0.427 0.491
C -1.008 0.051 -0.269
C 2.854 -0.214 0.247
C -2.029 -0.870 -0.825
N -1.529 1.213 0.513
H 1.975 1.432 -1.960
H 0.341 -1.451 0.609
H 0.181 0.022 1.427
H 2.899 -0.335 1.272
H 3.432 0.580 0.099
H 3.438 -1.101 -0.237
H -2.686 -0.479 -1.606
H -2.969 -1.084 -0.073
H -1.453 -1.699 -1.258
H -0.810 1.889 0.703
H -2.154 1.062 1.272
H -2.142 1.799 0.004

Results
**Total charge**: +1
**Kohn-Sham gap (spin up / spin down)**: 7.906 / 9.344 eV
**Max |F|**: 5.09 eV Å⁻¹
**E_tot**: -290.10770 Ha
**HOMO energy (spin up / spin down)**: -12.60 / -13.30 eV
**Energy above the lowest of the compared OMol25 structures with the same formula, charge and spin**: 562.4 kJ/mol



No. 6
A gas-phase ion, CH5N4 (charge +1). Source: the OMol25 dataset; level of theory: ωB97M-V with the def2-TZVPD basis set.

Atoms and positions in Å:
C -0.238 -0.233 0.007
N -1.429 -0.525 -0.543
N -1.287 0.515 0.486
N 0.920 -0.844 0.482
N 1.076 0.323 -0.457
H -1.893 -0.325 -1.470
H -1.484 0.131 1.487
H 1.388 -0.567 1.484
H 1.527 0.225 -1.446
H 1.420 1.299 -0.028

Results
**Total charge**: +1
**Kohn-Sham gap**: 10.796 eV
**Structure (SMILES)**: N1NC12N[NH2+]2
**Max |F|**: 3.60 eV Å⁻¹
**E_tot**: -259.66955 Ha
**HOMO energy**: -14.96 eV
**Energy above the lowest of the compared OMol25 structures with the same formula, charge and spin**: 373.3 kJ/mol